[1]
79
Properties=species:S:1:pos:R:3:forces:R:3 method="wB97M-V/def2-TZVPD" homo_energy_ev="-7.912 / -7.912" max_force_ev_per_a=2.320 homo_lumo_gap_ev="5.979 / 5.946" charge=0
Rh 0.246 -0.561 0.072 0.508 -0.582 0.485
O -6.008 1.792 0.672 -1.440 -0.719 0.579
C -5.142 2.505 0.203 2.031 -0.825 0.059
O -5.077 3.615 -0.290 -0.416 1.455 -0.678
C -3.702 1.821 0.261 -0.954 0.414 0.147
C -3.446 0.855 1.224 0.756 -0.135 -0.282
C -2.177 0.299 1.271 0.039 0.963 -0.664
N -1.221 0.692 0.393 -1.122 0.800 -0.184
C -1.501 1.567 -0.607 -0.940 -0.258 1.386
C -2.741 2.192 -0.660 0.821 -0.465 0.145
C -0.428 1.720 -1.557 1.337 -0.153 -0.796
C -0.329 2.787 -2.454 -0.339 -0.390 0.490
C 0.756 2.882 -3.293 0.623 -0.594 0.028
C 1.752 1.904 -3.201 -0.520 0.538 -0.167
C 1.603 0.878 -2.295 0.276 -0.312 0.034
N 0.542 0.751 -1.499 -0.390 0.773 -0.198
C -1.742 -0.769 2.148 0.491 -0.744 0.701
C -2.471 -1.226 3.246 0.183 0.373 -0.662
C -1.973 -2.265 4.000 0.544 -0.270 -0.162
C -0.745 -2.821 3.653 -0.478 0.223 0.153
C -0.069 -2.321 2.556 0.282 -0.254 0.036
N -0.548 -1.332 1.814 -0.111 0.271 0.379
H -4.237 0.526 1.877 -0.205 0.050 0.002
H -2.973 2.912 -1.427 -0.189 0.140 0.007
H -1.099 3.540 -2.459 -0.112 0.045 0.005
H 0.848 3.697 -3.993 -0.008 0.093 -0.039
H 2.632 1.945 -3.821 0.139 -0.005 -0.035
H 2.373 0.124 -2.207 -0.044 -0.032 0.118
H -3.412 -0.761 3.486 -0.106 0.055 0.016
H -2.538 -2.635 4.840 -0.016 -0.088 0.146
H -0.334 -3.641 4.213 0.140 -0.109 0.055
H 0.877 -2.742 2.241 -0.036 0.035 -0.008
C -1.774 -3.101 -4.236 -0.130 0.034 -0.018
C -0.366 -2.724 -3.948 0.145 0.086 0.441
C 0.608 -2.531 -4.901 0.469 0.075 0.092
C 1.894 -2.150 -4.478 -0.608 -0.191 0.101
N 2.210 -2.111 -3.182 0.457 0.036 -0.596
C 1.268 -2.328 -2.293 -0.816 -0.114 0.411
S 1.621 -2.325 -0.612 0.592 -0.319 0.490
N -0.022 -2.570 -2.651 0.629 0.188 -1.062
C 2.950 -1.719 -5.432 -0.002 -0.091 -0.152
H -1.918 -3.280 -5.298 -0.004 -0.005 -0.016
H -2.452 -2.310 -3.912 -0.017 0.071 0.031
H -2.027 -4.004 -3.680 -0.042 -0.028 -0.012
H 0.381 -2.646 -5.949 -0.056 0.039 -0.067
H -0.744 -2.459 -1.873 -0.051 -0.240 0.097
H 2.606 -1.789 -6.460 0.025 0.007 -0.071
H 3.850 -2.319 -5.307 0.014 -0.013 0.055
H 3.216 -0.684 -5.215 0.028 0.004 0.012
O 8.939 1.029 -0.127 0.392 0.108 0.046
C 8.032 0.103 -0.494 -0.301 -0.147 -0.035
O 8.343 -0.781 -1.248 0.177 0.199 0.084
C 6.651 0.246 0.044 -0.241 -0.018 0.051
C 5.657 -0.513 -0.578 0.395 0.214 0.088
C 4.345 -0.434 -0.179 -0.038 0.162 0.043
C 3.979 0.399 0.881 0.228 -0.345 -0.645
S 2.347 0.542 1.463 -2.284 -0.330 -0.240
C 4.977 1.140 1.530 -0.424 -0.028 0.016
C 6.289 1.069 1.113 0.189 -0.309 -0.294
H 8.568 1.707 0.450 -0.146 -0.151 -0.105
H 5.947 -1.170 -1.383 0.031 -0.066 -0.114
H 3.597 -1.037 -0.670 0.117 0.067 0.053
H 4.704 1.766 2.365 -0.002 0.117 0.098
H 7.029 1.637 1.663 0.045 0.079 0.044
O -2.860 -0.563 -1.951 -0.050 -0.169 -0.016
C -2.851 -1.503 -1.177 -0.358 0.273 -0.287
N -1.710 -2.072 -0.670 1.579 1.095 -0.020
C -2.009 -3.181 0.086 0.067 -0.578 0.316
O -1.196 -3.915 0.610 -0.277 -0.007 -0.034
C -3.492 -3.329 0.098 -0.380 0.299 -0.166
C -4.304 -4.268 0.696 0.103 0.062 -0.059
C -5.675 -4.138 0.502 0.057 -0.101 0.120
C -6.198 -3.105 -0.261 -0.077 0.102 -0.043
C -5.375 -2.161 -0.869 0.036 0.078 -0.024
C -4.016 -2.288 -0.672 -0.065 -0.449 0.283
H -3.879 -5.067 1.285 0.010 -0.082 0.048
H -6.347 -4.851 0.958 -0.057 -0.044 0.027
H -7.270 -3.031 -0.372 -0.073 0.034 -0.052
H -5.784 -1.356 -1.460 -0.029 0.104 -0.010



[2]
75
Properties=species:S:1:pos:R:3:forces:R:3 method="wB97M-V/def2-TZVPD" homo_energy_ev="-4.369 / -4.529" max_force_ev_per_a=1.773 homo_lumo_gap_ev="6.288 / 5.873" multiplicity=4 charge=-1
V -0.906 0.192 -0.863 -0.064 1.477 0.611
C 2.955 -1.200 -2.067 -0.122 0.072 0.002
C 2.054 -2.068 -1.178 0.121 0.221 -0.009
P 1.096 -1.146 0.125 -0.108 -1.705 0.474
C 2.214 -1.409 1.575 -0.071 0.366 0.113
C 3.597 -1.314 1.419 -0.033 -0.044 0.015
C 4.455 -1.579 2.474 0.033 -0.004 -0.023
C 3.947 -1.931 3.715 0.006 -0.007 0.054
C 2.575 -1.988 3.898 0.008 -0.014 0.031
C 1.715 -1.723 2.840 0.042 0.062 -0.088
C -0.281 -2.395 0.485 0.173 0.048 -0.572
C -1.146 -1.853 1.579 -0.175 -0.118 0.045
C -1.907 -2.622 2.359 0.105 0.191 0.009
C -1.896 -4.068 2.210 0.035 -0.092 -0.027
C -1.006 -4.670 1.428 -0.022 -0.072 0.031
C 0.073 -3.886 0.704 -0.081 0.157 0.205
C 2.270 0.130 -2.384 0.133 -0.171 0.206
P 2.166 1.098 -0.790 0.210 0.904 -0.564
C 0.473 1.755 -0.796 0.899 0.643 0.412
C -1.201 3.057 -2.198 0.495 0.345 -0.972
C -2.176 3.433 -1.237 -0.562 -0.139 0.868
C -2.339 2.914 0.021 0.068 0.654 -0.789
C -1.465 2.098 0.773 0.228 -1.029 -0.088
C -0.136 1.747 0.467 0.218 1.041 0.329
C 3.197 2.560 -1.240 0.029 -0.123 0.177
C 4.565 2.474 -0.981 -0.080 -0.004 -0.052
C 5.411 3.531 -1.280 0.057 0.011 -0.004
C 4.891 4.694 -1.830 0.013 0.011 -0.007
C 3.529 4.794 -2.075 -0.012 0.048 -0.016
C 2.681 3.735 -1.781 0.002 -0.027 -0.027
H 3.157 -1.749 -2.990 0.026 -0.019 0.012
H 3.923 -1.012 -1.595 0.012 -0.027 -0.007
H 2.612 -2.878 -0.708 0.003 -0.010 -0.004
H 1.290 -2.508 -1.815 -0.018 -0.043 -0.010
H 4.007 -1.024 0.462 0.031 -0.027 -0.010
H 5.526 -1.512 2.326 -0.007 0.005 -0.014
H 4.616 -2.157 4.536 -0.001 0.029 0.001
H 2.166 -2.246 4.867 -0.008 0.010 -0.006
H 0.649 -1.765 3.005 0.017 -0.063 0.049
H -1.205 -0.769 1.648 -0.029 -0.005 0.053
H -2.570 -2.175 3.090 -0.002 0.041 -0.033
H -2.644 -4.646 2.736 0.021 -0.055 -0.032
H -0.998 -5.743 1.290 -0.036 0.006 0.013
H 0.984 -3.920 1.321 -0.021 0.010 0.020
H 1.269 -0.074 -2.766 0.005 0.087 -0.096
H 2.823 0.705 -3.126 -0.059 0.016 -0.039
H 0.323 1.791 -2.920 0.020 -0.051 0.018
H -2.902 4.162 -1.572 -0.019 -0.038 -0.053
H -3.250 3.211 0.533 0.053 0.056 0.080
H -1.781 1.868 1.785 -0.010 -0.022 -0.023
H 0.503 1.477 1.305 -0.075 -0.226 -0.018
H 4.964 1.569 -0.532 0.030 0.027 0.018
H 6.472 3.455 -1.073 -0.007 -0.011 -0.008
H 5.546 5.525 -2.062 -0.002 -0.001 0.007
H 3.119 5.701 -2.501 -0.001 -0.007 0.001
H 1.621 3.826 -1.985 0.002 0.002 -0.012
S -2.807 0.320 -2.212 -0.604 0.039 -0.595
C -4.110 0.072 -1.071 -0.098 -0.095 0.084
C -4.952 1.166 -0.845 -0.135 -0.001 0.097
C -6.038 1.105 0.016 0.203 -0.368 -0.005
C -6.866 2.252 0.202 -0.176 0.304 0.019
N -7.519 3.188 0.346 0.027 -0.049 -0.001
C -6.301 -0.093 0.707 0.298 0.124 -0.299
C -5.470 -1.184 0.500 -0.099 0.067 0.093
C -4.398 -1.139 -0.396 0.105 0.060 -0.010
S -3.572 -2.647 -0.669 -0.537 -0.244 -0.157
C -7.412 -0.198 1.595 -0.271 -0.066 0.246
N -8.309 -0.301 2.309 0.062 0.000 -0.025
H -4.742 2.087 -1.373 -0.006 -0.021 -0.011
H -5.671 -2.113 1.017 -0.017 0.032 0.034
S -1.183 -1.997 -1.121 0.014 -1.723 0.134
C 0.404 -4.602 -0.528 0.112 -0.109 -0.210
N 0.677 -5.237 -1.446 -0.014 0.041 0.038
S -1.120 3.886 -3.652 -0.062 -0.204 0.407
C -0.237 1.964 -2.010 -0.273 -0.171 -0.094



[3]
75
Properties=species:S:1:pos:R:3:forces:R:3 method="wB97M-V/def2-TZVPD" homo_energy_ev="-13.460 / -13.398" max_force_ev_per_a=2.277 homo_lumo_gap_ev="5.147 / 5.469" multiplicity=2 charge=+2
W 0.254 0.101 0.404 -1.036 0.322 -1.392
Br -0.283 -0.273 2.994 -0.550 0.179 -0.149
C -2.144 0.328 2.883 -0.177 0.043 0.076
C -2.848 0.609 4.022 0.650 -0.199 -0.155
C -4.206 0.948 3.912 -0.285 -0.032 -0.334
C -4.811 0.935 2.684 0.110 0.021 0.340
C -4.083 0.653 1.510 0.420 -0.033 -0.010
C -4.716 0.628 0.250 0.196 -0.019 -0.131
C -3.983 0.425 -0.888 -0.174 0.123 0.197
C -2.596 0.260 -0.812 0.349 0.014 -0.181
C -1.894 0.237 0.393 0.032 -0.123 -0.001
C -2.682 0.392 1.582 0.185 0.018 0.105
H -2.377 0.572 4.991 0.059 -0.047 0.125
H -4.772 1.185 4.801 0.025 -0.007 0.045
H -5.863 1.156 2.589 -0.146 0.022 0.030
H -5.784 0.774 0.211 -0.131 0.035 -0.061
H -4.463 0.407 -1.854 -0.059 0.014 -0.095
H -2.059 0.162 -1.750 -0.082 -0.056 0.158
N 1.392 1.588 0.931 -0.385 -0.591 0.353
C 2.337 2.319 0.943 1.843 1.164 0.658
N 3.274 3.072 1.132 -1.668 -1.140 0.589
C 4.135 3.736 0.427 0.601 0.428 -0.628
N 4.893 4.328 -0.198 0.416 0.341 -0.298
N 1.072 3.484 -2.534 -0.009 -0.072 0.256
C 0.387 2.683 -1.735 -0.738 0.687 0.459
S 0.508 0.982 -1.964 -0.136 -1.308 0.527
N -0.412 3.135 -0.763 -0.063 -0.446 -0.185
C -0.377 4.375 -0.067 0.123 0.406 0.262
C -0.195 5.610 -0.677 -0.033 -0.224 -0.059
C -0.083 6.746 0.108 0.035 -0.026 0.062
C -0.179 6.659 1.485 -0.025 0.016 0.013
C -0.413 5.434 2.091 -0.039 -0.053 -0.074
C -0.512 4.293 1.319 -0.002 -0.222 -0.064
H 1.624 3.096 -3.283 0.135 -0.052 0.088
H 1.087 4.484 -2.399 -0.052 -0.036 -0.036
H -0.939 2.404 -0.267 0.201 0.472 -0.467
H -0.198 5.720 -1.751 -0.034 0.002 -0.128
H 0.079 7.700 -0.368 -0.031 0.117 -0.040
H -0.094 7.545 2.089 0.031 0.172 0.086
H -0.511 5.362 3.162 -0.015 0.027 0.103
H -0.684 3.323 1.786 0.036 0.157 -0.050
C 4.740 -0.926 0.651 -0.090 0.055 0.023
C 3.926 -1.279 1.716 -0.134 -0.065 0.189
C 2.573 -1.499 1.513 0.152 -0.214 0.185
C 2.010 -1.388 0.233 -0.452 0.607 -0.157
C 2.844 -0.993 -0.823 0.345 -0.144 -0.199
C 4.197 -0.772 -0.615 -0.078 -0.029 -0.176
Ge 0.112 -2.283 -0.319 0.721 -1.341 -0.656
C 0.087 -4.115 0.451 -0.302 0.643 -0.110
C -0.723 -5.015 -0.245 0.198 0.467 -0.143
C -0.842 -6.323 0.181 -0.082 -0.100 0.220
C -0.178 -6.734 1.328 -0.014 0.046 -0.064
C 0.659 -5.857 2.002 -0.102 -0.076 0.086
C 0.778 -4.544 1.582 0.052 0.252 -0.212
C 0.252 -2.538 -2.315 -0.003 0.242 1.270
C -0.782 -2.161 -3.159 -0.111 0.027 0.102
C -0.689 -2.398 -4.520 -0.036 0.029 -0.040
C 0.442 -3.006 -5.037 -0.060 0.071 -0.129
C 1.470 -3.392 -4.192 0.239 -0.084 0.070
C 1.383 -3.162 -2.829 -0.072 -0.049 -0.048
H 5.796 -0.772 0.806 0.134 0.055 0.035
H 4.339 -1.383 2.708 0.069 -0.049 0.052
H 1.971 -1.801 2.364 -0.017 0.032 -0.042
H 2.448 -0.909 -1.830 0.038 0.049 0.147
H 4.827 -0.478 -1.441 0.062 -0.040 -0.088
H -1.245 -4.677 -1.131 -0.046 -0.139 -0.085
H -1.462 -7.015 -0.368 -0.089 -0.053 -0.014
H -0.330 -7.734 1.706 0.137 -0.151 -0.047
H 1.217 -6.196 2.862 -0.009 -0.012 0.102
H 1.432 -3.872 2.119 0.025 -0.025 0.051
H -1.679 -1.714 -2.754 -0.077 0.055 -0.028
H -1.501 -2.110 -5.168 -0.083 0.010 -0.117
H 0.524 -3.176 -6.100 -0.004 -0.056 -0.051
H 2.344 -3.881 -4.592 0.081 -0.044 -0.077
H 2.183 -3.478 -2.170 0.032 -0.063 -0.041